[1]
19
Properties=species:S:1:pos:R:3:lowdin_charge:R:1 method="wB97M-V/def2-TZVPD" max_force_ev_per_a=4.8 e_homo_ev=-9.13 relative_energy_kcal_mol=114.3
O 0.827 -0.653 2.028 0.024
O -3.342 0.784 0.171 -0.172
N 0.556 -0.260 0.903 -0.043
C -2.046 -0.106 0.452 -0.217
C 1.627 0.247 0.125 -0.370
C 1.295 0.800 -1.049 0.125
C -1.877 -1.009 -0.757 -0.108
C 3.028 0.111 0.630 -0.053
H -3.146 1.319 -0.609 0.042
H 3.135 -0.812 1.214 0.077
H -2.837 -1.397 -1.075 0.073
H 3.276 0.958 1.280 0.090
H 0.269 1.014 -1.301 0.057
H -1.428 0.750 0.697 0.081
H 2.045 1.178 -1.727 0.076
H -1.296 -1.895 -0.506 0.068
H 3.740 0.088 -0.203 0.083
H -2.417 -0.651 1.316 0.106
H -1.410 -0.466 -1.590 0.061

---

[2]
19
Properties=species:S:1:pos:R:3:lowdin_charge:R:1 method="wB97M-V/def2-TZVPD" max_force_ev_per_a=1.2 e_homo_ev=-9.22 relative_energy_kcal_mol=46.9
O -0.890 -2.332 1.000 -0.087
O -1.406 2.175 -1.813 0.052
N -0.004 0.162 1.370 -0.099
C -0.516 -0.106 0.030 -0.319
C 1.378 0.583 1.553 -0.092
C -0.722 1.242 -2.153 -0.242
C 0.182 0.558 -1.149 -0.120
C -0.544 -1.642 -0.195 -0.219
H 1.466 0.910 2.584 0.085
H -0.481 -1.803 1.709 0.066
H 0.843 1.383 -0.877 0.110
H -1.558 0.184 0.038 0.141
H 2.015 -0.281 1.365 0.089
H 1.614 1.402 0.892 0.057
H -1.303 -1.971 -0.898 0.121
H 0.450 -1.983 -0.521 0.113
H -0.698 0.981 -3.223 0.121
H 0.873 -0.120 -1.611 0.104
H -0.700 0.658 1.898 0.116

---

[3]
19
Properties=species:S:1:pos:R:3:lowdin_charge:R:1 method="wB97M-V/def2-TZVPD" max_force_ev_per_a=16.2 e_homo_ev=-8.77 relative_energy_kcal_mol=181.6
O -1.018 1.088 0.475 -0.125
O -0.962 0.978 -1.748 0.015
N 0.027 -0.629 -0.507 -0.159
C 1.659 -0.418 1.419 0.012
C 0.675 -1.321 -1.686 0.009
C 0.499 -1.124 0.697 -0.216
C -1.846 2.276 0.415 -0.062
C -0.700 0.447 -0.650 -0.600
H 1.649 0.421 1.620 -0.054
H -1.682 2.779 1.530 0.129
H -1.392 2.680 -0.524 0.075
H 2.056 -0.944 2.222 0.075
H -3.230 2.057 0.339 0.179
H 0.495 -2.526 -1.661 0.134
H 0.736 -2.163 0.439 0.105
H -0.821 -0.843 1.304 0.223
H 1.540 -0.962 -1.449 -0.001
H 0.110 -0.999 -2.817 0.181
H 2.205 -0.796 0.582 0.080

---

[4]
19
Properties=species:S:1:pos:R:3:lowdin_charge:R:1 method="wB97M-V/def2-TZVPD" max_force_ev_per_a=2.8 e_homo_ev=-7.69 relative_energy_kcal_mol=75.9
O 1.331 -0.466 1.396 0.026
O 2.653 0.043 -0.438 0.011
N 0.657 -1.272 -0.623 0.079
C -0.710 1.495 0.381 -0.178
C -1.993 -0.710 0.169 -0.101
C 1.321 -0.128 0.017 -0.668
C 0.546 1.095 -0.335 -0.033
C -1.206 0.392 -0.474 -0.206
H 1.412 0.374 1.865 0.106
H -1.479 -1.067 1.059 0.072
H 3.207 -0.579 0.049 0.100
H 0.927 1.654 -1.177 0.121
H -2.163 -1.540 -0.514 0.068
H 0.819 -1.236 -1.622 0.099
H -1.066 2.478 0.080 0.108
H 1.006 -2.159 -0.261 0.092
H -1.508 0.630 -1.487 0.110
H -2.976 -0.325 0.461 0.081
H -0.777 1.321 1.454 0.112

---

[5]
19
Properties=species:S:1:pos:R:3:lowdin_charge:R:1 method="wB97M-V/def2-TZVPD" max_force_ev_per_a=2.2 e_homo_ev=-9.53 relative_energy_kcal_mol=21.7
O -0.348 -0.405 2.665 -0.035
O -1.453 -2.261 -0.044 0.010
N -0.027 -0.732 -0.963 -0.088
C 1.064 1.139 -0.037 -0.186
C -0.369 1.585 -0.250 -0.144
C 1.310 -0.152 -0.814 -0.148
C -1.055 0.317 -0.885 -0.127
C -0.350 -1.970 -0.461 -0.334
H -0.505 2.357 -1.003 0.102
H -0.099 -0.950 1.933 -0.002
H -0.914 1.778 0.664 0.100
H -1.885 0.002 -0.265 0.107
H 1.755 1.975 -0.201 0.111
H -1.147 -0.739 3.077 0.047
H 1.255 0.983 1.032 0.099
H 0.433 -2.744 -0.441 0.138
H 1.694 0.079 -1.811 0.116
H 2.024 -0.784 -0.291 0.119
H -1.382 0.524 -1.903 0.116

---

[6]
19
Properties=species:S:1:pos:R:3:lowdin_charge:R:1 method="wB97M-V/def2-TZVPD" max_force_ev_per_a=2.8 e_homo_ev=-8.27 relative_energy_kcal_mol=153.5
O -2.456 0.223 1.033 0.137
O 2.021 1.426 0.163 -0.343
N 1.208 -0.870 -0.163 0.002
C 0.907 -1.042 1.255 -0.102
C -1.173 1.687 -0.303 0.006
C -1.657 0.356 0.172 -0.498
C -1.240 -0.846 -0.602 0.127
C 0.098 -1.120 -1.086 -0.236
H 0.328 -0.460 -1.937 0.166
H 2.774 1.796 -0.288 -0.063
H 1.832 -1.153 1.808 0.092
H -1.857 2.390 0.180 0.095
H -0.126 1.924 0.008 0.080
H -1.903 -1.698 -0.508 0.126
H 1.750 0.141 -0.218 0.017
H 0.106 -2.201 -1.226 0.137
H -1.286 1.678 -1.375 0.087
H 0.324 -0.257 1.690 0.073
H 0.351 -1.972 1.396 0.096

---

[7]
19
Properties=species:S:1:pos:R:3:lowdin_charge:R:1 method="wB97M-V/def2-TZVPD" max_force_ev_per_a=6.7 e_homo_ev="-8.53 / -8.53" relative_energy_kcal_mol=127.9
O 0.295 -1.491 -1.190 0.001
O -1.848 1.670 0.060 -0.034
N -1.741 0.530 0.795 -0.012
C 0.895 1.333 -1.315 -0.134
C 0.203 -0.981 -0.070 -0.509
C 1.064 0.584 -0.014 -0.163
C -1.765 -0.597 0.059 -0.053
C 0.732 -1.712 1.162 -0.045
H -1.800 -0.551 -1.026 0.105
H -2.282 -1.425 0.537 0.116
H 0.552 -1.130 2.063 0.079
H 1.805 -1.869 1.058 0.085
H -1.873 2.395 0.702 0.119
H -0.117 1.712 -1.454 0.050
H 1.563 2.197 -1.350 0.070
H 0.263 -2.696 1.206 0.081
H 0.880 1.184 0.876 0.084
H 2.071 0.173 0.059 0.088
H 1.103 0.673 -2.157 0.071

---

[8]
19
Properties=species:S:1:pos:R:3:lowdin_charge:R:1 method="wB97M-V/def2-TZVPD" max_force_ev_per_a=3.8 e_homo_ev=-9.70 relative_energy_kcal_mol=38.5
O -1.144 -0.064 -2.726 -0.095
O 1.117 -3.203 1.026 0.017
N 0.664 -1.105 1.693 0.021
C 0.390 1.060 0.508 -0.209
C 0.221 0.758 -0.995 -0.198
C -1.253 0.528 -1.420 -0.231
C -0.138 0.111 1.629 -0.181
C 0.598 -2.128 0.805 -0.359
H 0.118 -1.869 -0.146 0.125
H 0.656 1.661 -1.499 0.126
H -1.220 -0.045 1.651 0.117
H -1.778 -0.159 -0.786 0.103
H -0.414 0.226 -3.264 0.070
H 1.400 -1.197 2.378 0.143
H -1.711 1.516 -1.572 0.120
H 1.456 1.262 0.760 0.114
H 0.212 0.731 2.442 0.107
H 0.765 -0.170 -1.243 0.102
H 0.060 2.089 0.760 0.109